Formula: C45H73N3O35P4
Source: the OMol25 dataset
Level of theory: wB97M-V/def2-TZVPD

```
160
Properties=species:S:1:pos:R:3:mulliken_charge:R:1
H 16.315 -4.978 21.101 0.1512
H 25.210 -8.871 18.506 0.3253
O 14.790 -2.904 24.640 -0.2901
C 11.040 -6.177 19.772 -0.6391
C 19.326 -11.690 24.482 0.3802
H 22.908 -4.899 21.926 0.3079
O 11.572 -9.161 27.025 -0.5618
H 18.158 -12.617 25.644 0.3137
O 12.705 -3.968 25.748 -0.7872
H 16.974 -15.261 17.380 0.3337
H 17.212 -10.879 27.485 0.3130
O 11.986 -8.295 22.200 -0.6817
H 12.729 -7.431 23.908 0.2486
O 9.054 -7.341 19.790 -0.5394
H 19.649 -12.322 22.580 0.4340
C 16.899 -4.789 17.978 0.1041
H 18.218 -13.890 17.309 0.1797
C 15.787 -5.848 24.390 -0.5439
P 16.588 -12.669 19.611 -0.3519
H 17.390 -7.895 20.644 -0.1487
H 21.436 -10.250 18.386 0.0837
N 10.740 -7.050 23.650 0.3498
H 16.231 -5.023 23.822 0.3208
H 17.720 -5.028 17.283 0.3392
O 15.774 -4.594 17.546 -0.5861
H 15.337 -4.189 19.851 0.2364
H 24.582 -4.477 21.517 0.2878
C 9.528 -7.332 22.926 -1.1307
H 15.239 -8.991 29.725 0.4537
N 17.284 -4.637 19.262 0.4291
H 14.747 -1.074 25.608 0.2502
O 14.364 -7.147 18.472 -0.3210
O 17.173 -14.037 19.064 -0.3906
H 19.833 -7.348 21.177 0.1831
C 11.184 -15.776 23.633 0.5790
O 20.323 -9.010 17.071 0.0332
C 14.842 -9.858 21.854 0.0679
H 19.109 -12.358 14.565 0.2544
O 16.876 -10.183 28.075 -0.5654
C 11.707 -15.143 22.418 -0.6101
H 9.676 -6.151 25.131 0.3837
H 10.736 -5.026 24.412 0.2974
C 10.375 -7.322 19.670 0.2125
C 13.429 -8.938 28.522 0.6916
H 16.535 -6.402 24.934 0.3340
C 23.602 -4.727 21.105 -0.7337
C 14.230 -1.587 24.791 -0.8143
C 20.632 -9.792 25.412 -0.6255
H 18.811 -5.521 20.335 0.2912
H 17.207 -7.852 18.019 -0.1239
H 13.184 -1.566 25.086 0.3838
O 17.619 -11.584 19.091 0.9142
O 15.212 -12.373 19.226 -0.7086
O 21.903 -8.516 23.984 -0.5230
O 23.761 -5.796 20.173 -0.3894
H 14.674 -6.227 18.594 0.0392
H 20.360 -12.535 15.795 0.3250
H 8.724 -8.254 19.825 0.3788
C 15.030 -10.394 26.573 0.7323
C 14.846 -9.258 28.752 -0.7628
C 19.790 -11.804 15.220 -0.9599
O 18.134 -8.776 22.767 -0.7304
C 15.611 -9.868 27.846 0.2189
O 12.730 -13.407 21.278 -0.5665
H 15.339 -6.466 23.608 0.1663
O 15.660 -11.033 25.759 -0.5398
H 11.952 -13.176 25.812 0.5189
H 19.065 -3.769 20.155 0.3364
P 19.330 -9.330 15.887 0.5860
H 14.697 -10.259 22.858 0.1200
H 15.253 -13.706 22.108 0.0696
O 23.178 -7.718 21.749 -0.7438
O 21.293 -10.253 21.915 -0.5737
C 17.122 -9.474 22.746 -0.0744
C 16.314 -13.887 21.943 -0.4950
H 19.159 -12.486 20.205 0.5678
O 12.834 -12.012 23.685 -0.0468
C 11.021 -8.538 19.089 0.5452
O 18.004 -8.591 16.267 -0.4288
C 13.621 -10.042 26.314 -0.5466
H 22.337 -8.519 23.094 0.3924
C 20.860 -10.470 23.029 0.9050
H 16.075 -8.964 19.841 0.2245
H 16.835 -13.870 22.897 0.1037
H 16.495 -13.613 17.157 0.3283
O 13.043 -5.018 19.530 -0.6130
C 12.433 -8.439 18.736 -0.6606
O 23.477 -8.047 19.222 -0.1768
P 13.853 -4.163 24.875 0.5161
C 12.436 -6.054 19.379 0.8239
H 12.991 -9.291 18.371 0.5527
H 18.057 -9.379 18.237 -0.1496
C 19.880 -11.526 23.277 -0.8348
H 16.913 -10.199 23.542 0.4673
C 12.507 -3.845 22.673 -0.5747
H 8.738 -7.640 23.616 0.4280
O 10.667 -16.869 23.599 -0.5933
C 13.094 -7.289 18.851 0.2679
H 11.653 -15.638 21.457 0.4694
H 16.507 -14.835 21.446 0.3480
C 17.246 -14.246 17.644 -0.7621
C 12.396 -13.131 23.663 0.7896
H 16.600 -3.283 20.706 0.4620
H 14.122 -9.045 21.769 -0.3011
C 21.454 -9.799 17.386 -0.3653
H 15.700 -7.586 20.802 -0.1286
C 11.267 -14.929 24.861 0.4473
C 11.890 -13.749 24.897 -1.0648
O 18.483 -12.696 24.730 -0.6202
H 19.777 -7.486 19.362 0.3329
C 12.264 -13.927 22.416 -0.0292
H 13.215 -10.283 25.340 0.6250
C 10.685 -6.073 24.709 -0.9863
N 16.211 -9.338 21.782 1.2276
C 16.435 -8.400 20.704 -0.3235
H 20.446 -11.307 14.500 0.4328
O 14.816 -5.313 25.293 -0.2823
P 22.989 -7.148 20.415 0.5468
C 20.382 -7.586 20.259 -0.2410
O 13.426 -4.639 23.403 0.5117
O 21.522 -6.750 20.006 0.1082
H 21.643 -10.606 16.679 0.4288
H 9.182 -6.448 22.384 0.3648
H 12.261 -2.878 23.128 0.3457
H 24.215 -10.005 19.317 0.2401
C 18.956 -11.607 19.590 -0.8136
H 9.646 -8.146 22.219 0.1469
C 21.120 -9.549 24.191 0.1842
C 24.553 -8.968 19.375 -0.8413
H 14.471 -1.042 23.881 0.2725
H 11.303 -8.448 27.628 0.3605
H 22.311 -9.130 17.460 0.1276
O 19.021 -10.903 16.000 -0.0633
H 23.308 -3.821 20.571 0.2743
H 11.546 -4.324 22.479 0.0204
C 17.409 -8.826 17.568 0.2759
H 25.163 -8.829 20.265 0.3837
H 11.378 -6.215 25.533 0.2578
O 16.796 -12.776 21.162 0.4516
O 19.020 -10.804 26.713 -0.6801
H 10.527 -5.328 20.206 0.4965
H 12.909 -12.457 21.401 0.2423
C 16.332 -4.255 20.283 -0.8836
H 14.800 -10.609 21.064 -0.3023
C 18.670 -4.663 19.672 -1.0351
H 10.296 -16.278 25.744 0.3392
O 12.779 -8.402 29.389 -0.6084
C 19.633 -10.798 25.662 0.8786
O 10.554 -15.355 25.913 -0.5537
H 20.632 -8.625 20.498 -0.0318
O 10.395 -9.558 18.946 -0.6393
C 11.883 -7.641 23.228 0.3119
H 19.160 -10.727 20.199 0.2656
O 19.782 -8.959 14.554 -0.8407
H 12.941 -3.582 21.708 0.2187
H 20.808 -8.993 26.123 0.4467
C 12.864 -9.461 27.241 0.1709
H 16.432 -9.260 17.366 0.3374
H 19.332 -4.876 18.829 0.2869
H 19.668 -11.683 18.767 0.0212
```

Frontier orbital gap, eV: 7.68
F_max, eV/Å: 2.14
Energy above the lowest of the compared OMol25 structures with the same formula, charge and spin, kJ/mol: 85.4
Net charge: 0